1.
The following is a DFT calculation (ωB97M-V/def2-TZVPD) of a single C21H29BrClFI2N2O6 molecule.

```
63
Properties=species:S:1:pos:R:3
C 5.88 -4.50 1.20
C 5.82 -3.25 0.51
C 5.66 -1.71 -0.11
C 4.17 -1.18 0.35
C 3.75 0.29 -0.29
C 2.11 0.42 -0.56
O 1.65 1.77 -0.92
C 1.73 2.71 0.20
C 3.09 3.66 0.21
N 1.19 -0.45 0.33
C 1.20 -0.46 1.84
C -0.18 0.02 2.56
C -1.10 1.07 1.71
C -2.65 0.46 1.55
C -3.73 1.26 2.53
C -5.23 0.68 2.16
O -5.90 1.39 1.06
C -6.52 0.46 0.10
C -6.38 0.68 -1.55
O -7.27 -0.62 0.46
C 0.32 -1.31 -0.31
Br -1.00 -2.64 0.37
C 0.42 -1.20 -1.95
I 0.92 -3.12 -2.87
C -0.98 -0.44 -2.34
C -2.03 -1.42 -3.20
O -1.85 -1.69 -4.52
Cl -3.52 -2.16 -2.29
C 1.85 -0.39 -2.00
F 2.97 -1.17 -2.58
O 1.74 0.73 -3.00
N 1.71 0.06 -4.19
O 2.50 0.57 -4.99
H 6.04 -5.50 1.83
H 5.75 -1.81 -1.28
H 6.56 -1.09 0.32
H 3.39 -1.96 -0.10
H 4.00 -1.18 1.52
H 4.36 0.55 -1.28
H 4.13 1.09 0.51
H 1.60 2.24 1.26
H 0.82 3.47 0.07
H 3.65 3.59 -0.81
H 3.74 3.27 1.12
H 2.82 4.79 0.49
H 1.49 -1.57 2.17
H 2.10 0.24 2.19
H -0.75 -0.95 2.92
H 0.14 0.58 3.56
H -1.22 2.07 2.33
H -0.67 1.39 0.66
H -2.70 -0.67 1.91
H -2.97 0.52 0.41
H -3.64 2.43 2.42
H -3.49 1.01 3.67
H -5.94 0.69 3.10
H -5.05 -0.45 1.83
H -7.26 0.10 -2.12
H -5.37 0.24 -1.98
H -6.48 1.81 -1.85
H -0.87 0.52 -2.99
H -1.54 -0.12 -1.34
I -2.97 -3.86 -0.02
```

total charge	0
HOMO energy	-7.2	eV
E_tot	-5107.190686	hartree
maximum force	9.88	eV Å⁻¹

Atom charges from the natural (NBO) analysis, given in e for atoms 1 to 6: -0.310 -0.054 -0.442 -0.418 -0.467 0.404



2.
The following is a DFT calculation (ωB97M-V/def2-TZVPD) of a single C21H29ClFN3O3 molecule.

```
58
Properties=species:S:1:pos:R:3
C -0.46 -1.20 -1.63
N -0.14 -0.95 -0.25
C -0.07 0.27 0.32
O 0.12 0.41 1.52
C -0.24 1.48 -0.58
H 0.15 2.33 -0.03
H 0.35 1.37 -1.49
C -1.74 1.73 -0.92
N -2.19 3.09 -0.77
C -2.07 3.65 0.57
C -2.21 2.56 1.64
N -2.94 1.42 1.13
C -2.66 0.87 -0.05
O -3.14 -0.18 -0.43
H -3.51 0.89 1.77
H -2.73 2.96 2.51
H -1.22 2.22 1.97
H -1.11 4.17 0.73
H -2.87 4.39 0.68
C -1.96 4.02 -1.85
C -0.52 4.42 -2.07
C 0.04 5.49 -1.37
C 1.37 5.86 -1.47
C 2.19 5.15 -2.32
C 1.68 4.10 -3.07
C 0.34 3.76 -2.94
Cl -0.25 2.48 -3.95
H 2.31 3.56 -3.76
H 3.23 5.41 -2.41
H 1.73 6.69 -0.89
F -0.76 6.22 -0.56
H -2.35 3.56 -2.77
H -2.55 4.92 -1.64
H -1.93 1.44 -1.96
C -0.12 -2.12 0.62
H -0.30 -1.77 1.64
C 1.23 -2.83 0.57
C 1.33 -4.00 1.55
C 0.44 -5.18 1.14
H -0.62 -4.90 1.15
C 0.64 -6.34 2.11
O 1.99 -6.76 2.16
C 2.84 -5.71 2.58
C 2.77 -4.51 1.64
H 3.43 -3.73 2.01
H 3.11 -4.82 0.65
H 3.84 -6.14 2.61
H 2.56 -5.40 3.60
H 0.08 -7.22 1.80
H 0.31 -6.05 3.12
H 0.70 -5.51 0.13
H 1.02 -3.65 2.54
H 2.01 -2.10 0.81
H 1.43 -3.19 -0.45
H -0.93 -2.78 0.32
H -0.13 -2.21 -1.89
H -1.54 -1.14 -1.79
H 0.04 -0.50 -2.29
```

total charge	0
HOMO energy	-8.5	eV
E_tot	-1767.687052	hartree
maximum force	0.68	eV Å⁻¹
structure (SMILES)	CN(CCC1CCOCC1)C(=O)C[C@H]1C(=O)NCCN1Cc1c(F)cccc1Cl

Atom charges from the natural (NBO) analysis, given in e for atoms 1 to 6: -0.423 -0.432 0.691 -0.663 -0.527 0.237



3.
The following is a DFT calculation (ωB97M-V/def2-TZVPD) of a molecular structure, C21H29CrN5O4PS3.

```
64
Properties=species:S:1:pos:R:3
Cr -0.37 0.34 -0.03
C 0.80 3.54 2.68
C 0.60 2.27 2.12
N -0.10 2.10 1.02
C -0.68 3.17 0.39
C -0.51 4.48 0.89
C 0.25 4.64 2.06
C -1.14 5.54 0.18
C -1.88 5.29 -0.93
C -2.07 3.96 -1.44
C -2.85 3.66 -2.57
C -2.98 2.30 -2.94
C -2.34 1.33 -2.23
N -1.56 1.58 -1.14
C -1.45 2.90 -0.75
H 1.39 3.62 3.58
H 1.02 1.39 2.58
H 0.39 5.64 2.46
H -1.02 6.56 0.54
H -2.35 6.11 -1.47
H -3.34 4.45 -3.12
H -3.59 2.01 -3.79
H -2.45 0.28 -2.50
O -0.53 -2.70 2.23
S -0.47 -1.25 2.32
O 0.59 -0.74 1.34
O -0.21 -0.73 3.64
S -2.13 -0.40 1.49
C 3.17 -2.15 2.58
N 2.92 -1.58 3.90
C 2.16 -2.42 4.82
C 2.86 -0.27 4.04
N 2.88 0.88 4.19
H 3.86 -2.98 2.68
H 3.62 -1.39 1.94
H 2.24 -2.49 2.11
H 2.71 -3.35 4.98
H 1.16 -2.64 4.43
H 2.05 -1.90 5.77
O 3.66 1.19 -1.61
S 2.56 1.09 -0.64
N 1.23 0.69 -1.16
C -2.43 -3.97 -1.84
C -2.21 -2.68 -1.06
P -0.65 -1.77 -1.38
C 0.61 -3.04 -0.95
C 2.06 -2.58 -1.07
C -0.62 -1.70 -3.23
C 0.27 -0.63 -3.85
H -3.40 -4.41 -1.58
H -1.67 -4.71 -1.62
H -2.43 -3.80 -2.92
H -2.21 -2.86 0.02
H -3.02 -1.96 -1.24
H 0.43 -3.91 -1.59
H 0.38 -3.32 0.08
H 2.30 -2.20 -2.06
H 2.73 -3.41 -0.86
H 2.26 -1.79 -0.35
H -1.65 -1.55 -3.54
H -0.33 -2.70 -3.58
H -0.04 0.37 -3.53
H 0.21 -0.68 -4.94
H 1.31 -0.73 -3.56
```

total charge	-1
HOMO energy (spin up / spin down)	-2.5 / -5.7	eV
E_tot	-3972.932536	hartree
multiplicity	5
maximum force	0.28	eV Å⁻¹
relative energy (zero: lowest compared OMol25 entry of this formula, charge and spin)	0.3	kcal per mole
expectation value of S²	6.061

Atom charges from the natural (NBO) analysis, given in e for atoms 1 to 6: 1.042 -0.295 0.109 -0.501 0.198 -0.129



4.
The following is a DFT calculation (ωB97M-V/def2-TZVPD) of a single C21H29FN4O3 molecule.

```
58
Properties=species:S:1:pos:R:3
C 3.20 -0.58 1.81
C 3.05 0.63 0.89
C 1.83 1.47 1.25
C 1.67 2.65 0.28
N 0.41 3.38 0.34
C 0.21 4.10 1.59
C -0.77 5.26 1.41
C -0.66 6.30 2.53
C -1.08 5.75 3.89
H -0.41 4.97 4.21
H -2.09 5.35 3.84
H -1.07 6.54 4.63
H 0.36 6.67 2.58
H -1.31 7.15 2.27
H -1.80 4.89 1.37
H -0.55 5.74 0.45
H -0.15 3.43 2.39
H 1.17 4.50 1.89
C -0.76 2.59 -0.02
C -0.54 1.76 -1.24
C -0.65 2.05 -2.57
C -0.26 0.89 -3.27
C 0.07 -0.04 -2.31
C 0.60 -1.40 -2.45
O 0.75 -1.97 -3.51
N 0.90 -1.98 -1.24
H 0.92 -1.40 -0.41
N 1.56 -3.20 -1.16
C 0.91 -4.42 -1.31
O 1.56 -5.43 -1.44
N -0.45 -4.32 -1.21
C -1.39 -5.34 -1.29
C -2.74 -4.98 -1.26
C -3.73 -5.95 -1.33
C -3.35 -7.27 -1.43
C -2.03 -7.65 -1.47
C -1.04 -6.69 -1.40
H 0.00 -6.96 -1.43
H -1.77 -8.70 -1.55
F -4.32 -8.22 -1.50
H -4.77 -5.68 -1.31
H -3.01 -3.94 -1.18
H -0.82 -3.39 -1.15
H 2.52 -3.22 -1.49
O -0.10 0.49 -1.08
H -0.22 0.74 -4.33
H -0.97 2.98 -2.99
H -1.08 1.92 0.80
H -1.58 3.28 -0.22
H 1.79 2.30 -0.75
H 2.46 3.38 0.46
H 0.94 0.84 1.19
H 1.92 1.84 2.27
H 2.97 0.30 -0.14
H 3.95 1.25 0.97
H 4.07 -1.17 1.53
H 2.33 -1.22 1.76
H 3.33 -0.26 2.84
```

total charge	0
HOMO energy	-8.3	eV
E_tot	-1362.227561	hartree
maximum force	1.29	eV Å⁻¹
relative energy (zero: lowest compared OMol25 entry of this formula, charge and spin)	0.0	kcal per mole
structure (SMILES)	CCCCN(CCCC)Cc1ccc(C(=O)NNC(=O)Nc2ccc(F)cc2)o1

Atom charges from the natural (NBO) analysis, given in e for atoms 1 to 6: -0.599 -0.392 -0.427 -0.210 -0.434 -0.218



Which formula does entry 4 have? C21H29FN4O3